No. 1
A cluster of 2 separate species, C5H11O2 in total. Source: the Open Molecules 2025 dataset; level of theory: wB97M-V/def2-TZVPD.

The geometry in ORCA input format:
```
! RIJCOSX wB97M-V def2-TZVPD def2/J DEFGRID3
* xyz -1 1
C 1.84381 -1.93380 -0.58751
C 2.44760 -1.39013 0.71601
H 1.20432 -2.80620 -0.42446
H 1.23332 -1.23672 -1.17686
H 2.62850 -2.29614 -1.24931
H 2.34480 -2.08297 1.54715
H 1.97230 -0.45392 0.98832
H 3.49681 -1.13905 0.58409
C -1.18705 1.30440 -0.32050
C -1.64599 2.04624 0.92649
C -2.31298 0.48741 -1.04945
O -3.19300 -0.00967 -0.32237
O -2.14358 0.35806 -2.28664
H -0.80867 1.97621 -1.07892
H -0.44972 0.51784 -0.13131
H -2.73839 2.04037 0.96091
H -1.31166 3.07671 1.04457
H -1.38042 1.54135 1.85979
*
```

No. 2
A structure of composition C9H10O2 at a distorted geometry. Source: the Open Molecules 2025 dataset; level of theory: wB97M-V/def2-TZVPD.

The geometry in ORCA input format:
```
! RIJCOSX wB97M-V def2-TZVPD def2/J DEFGRID3
* xyz 0 1
C 2.81034 -3.11347 -0.34956
C 2.64927 -2.10699 -0.99878
C 2.45322 -0.86044 -1.76600
C 2.64315 0.34189 -0.98272
C 2.65239 1.25571 -0.18167
C -2.15731 0.48420 -0.17637
C -0.66464 0.69283 0.04860
C -0.76238 0.10804 1.49555
C -2.23979 0.39252 1.32891
H 2.90134 -4.01291 0.20082
H 1.42863 -0.87433 -2.13742
H 3.09419 -0.89253 -2.66370
H 2.77701 2.05293 0.54474
H -3.47137 1.76960 -0.04091
H -2.32833 -0.46998 -0.65305
H -0.38615 1.75437 0.06723
H -0.00464 0.10875 -0.63748
H -0.52870 -0.97149 1.55841
H -0.23305 0.66517 2.28918
O -2.81477 1.54415 -0.72675
O -3.12953 0.66894 2.09732
*
```

No. 3
A structure of composition C7H11INO2 at a distorted geometry. Source: the Open Molecules 2025 dataset; level of theory: wB97M-V/def2-TZVPD.

The geometry in ORCA input format:
```
! RIJCOSX wB97M-V def2-TZVPD def2/J DEFGRID3
* xyz 1 1
C -0.57419 -1.05869 -0.11153
C 1.14108 1.40682 -1.18395
C 1.02385 1.40756 1.23685
C -0.33335 1.56403 -0.78467
C -0.41757 1.49465 0.70870
C -1.01821 0.38549 -0.08018
C -1.25474 -3.38180 0.06702
N 1.80121 0.94526 0.10038
O 0.60665 -1.33129 -0.29202
O -1.50963 -1.93653 -0.01926
I -3.12629 0.29548 -0.09777
H 1.34782 0.68408 -1.91903
H 1.36947 2.40405 -1.29540
H 1.21116 2.38220 1.54789
H 1.12046 0.72779 2.00559
H -0.95023 2.12224 -1.41893
H -1.17057 2.03537 1.37807
H -1.26592 -3.71580 -0.95644
H -2.06478 -3.78677 0.65778
H -0.32280 -3.57870 0.50273
H 1.63629 -0.25206 0.00499
H 2.75029 1.18663 -0.05079
*
```

The calculation returns the following energy relative to the best compared isomer or geometry (same formula, charge and spin) values, one per record and in order: 9.4 126.6 0.0 kcal/mol.
The calculation returns the following frontier orbital gap values, one per record and in order: 7.39 10.40 9.71 eV.